Entry 1:
Formula: C38H75NO27
Source: OMol25
Level of theory: ωB97M-V/def2-TZVPD

SMILES ... CCOC(=O)OC.CCOC(=O)OC.CCOC(=O)OC.CCOC(=O)OC.CCOC(=O)OC.CCOC(=O)OC.CCOC(=O)OC.CCOC(=O)OC.CCOC(=O)OC.CC#N
HOMO level ... -0.39198 hartree
Gap between HOMO and LUMO ... 0.4025 Ha
E_LUMO ... 0.285 eV
Energy above the lowest of the compared OMol25 structures with the same formula, charge and spin ... 208.8 kJ/mol

Structure (XYZ):
```
141
Properties=species:S:1:pos:R:3:forces:R:3
C 12.268 18.785 16.541 -0.43 -0.48 -0.21
C 12.308 17.264 16.668 1.65 0.72 0.62
O 11.413 16.645 15.752 0.38 0.75 -1.00
C 10.357 15.931 16.015 -1.41 -1.14 -0.79
O 9.615 15.504 15.136 0.98 0.66 1.41
O 10.258 15.705 17.317 0.07 0.11 0.85
C 9.176 14.938 17.804 -0.83 -0.86 0.00
H 12.620 19.112 15.563 -0.24 0.10 0.01
H 12.872 19.273 17.305 0.08 -0.25 0.03
H 11.232 19.074 16.717 -0.03 0.35 -0.22
H 12.241 17.039 17.733 -0.82 -0.63 -0.24
H 13.285 16.892 16.361 0.09 0.08 0.00
H 9.029 14.053 17.184 -0.13 0.17 -0.18
H 8.254 15.517 17.862 0.07 0.11 -0.29
H 9.369 14.567 18.811 0.55 0.38 -0.06
C 17.973 19.271 9.346 0.94 -1.15 0.29
C 18.537 18.302 10.391 -0.18 -0.13 -0.14
O 18.485 16.928 9.869 0.17 2.58 -2.31
C 18.397 15.870 10.594 -0.87 1.69 4.08
O 18.325 15.966 11.820 0.35 -1.22 -0.78
O 18.264 14.826 9.851 0.66 -2.25 -0.83
C 18.324 13.531 10.502 -0.55 -0.33 -0.15
H 18.826 19.457 8.694 -0.54 0.44 -0.50
H 17.674 20.166 9.892 -0.13 0.08 -0.40
H 17.157 18.777 8.818 -0.09 0.41 -0.03
H 17.978 18.481 11.309 0.18 -0.95 0.23
H 19.590 18.556 10.515 -0.05 -0.31 0.44
H 19.292 13.245 10.914 0.05 0.79 0.29
H 18.153 12.765 9.746 -0.24 0.44 -0.26
H 17.519 13.476 11.234 0.34 -0.03 0.16
C 15.102 22.967 10.040 -0.89 0.62 -0.14
C 13.763 22.339 9.609 1.06 -1.19 0.41
O 13.996 21.278 8.636 -0.41 -0.53 -2.09
C 13.854 21.523 7.265 0.16 1.33 0.62
O 13.605 22.630 6.810 0.41 -2.39 0.75
O 14.084 20.439 6.446 -0.68 2.31 1.31
C 14.268 19.114 6.879 0.58 -1.14 -0.39
H 15.866 22.270 10.383 -0.32 -0.53 -0.37
H 14.833 23.501 10.952 0.21 0.61 -0.08
H 15.551 23.620 9.293 -0.15 0.11 0.11
H 12.900 22.953 9.352 0.63 0.45 -0.47
H 13.452 21.811 10.510 -0.27 -0.44 -0.19
H 15.252 18.800 6.532 0.33 0.16 0.37
H 13.623 18.479 6.270 -0.50 0.13 0.30
H 14.162 18.896 7.941 -0.16 0.44 -0.08
C 15.324 21.337 17.548 0.20 0.62 0.27
C 14.997 22.674 16.825 1.20 -1.40 0.31
O 13.612 22.925 16.821 -1.52 0.22 0.40
C 13.043 23.558 17.871 -0.30 0.97 1.29
O 13.643 24.195 18.752 -2.01 -2.02 -2.68
O 11.640 23.462 17.819 2.29 1.22 1.77
C 10.910 22.553 17.007 1.54 -0.06 -0.76
H 16.329 20.990 17.306 0.13 0.19 -0.17
H 14.657 20.535 17.230 -0.16 0.21 -0.10
H 15.307 21.409 18.636 -0.26 0.14 0.01
H 15.297 22.468 15.798 -0.37 0.54 -0.17
H 15.545 23.546 17.183 -0.02 -0.19 0.23
H 11.420 21.592 17.072 -0.35 -0.20 -0.28
H 11.006 22.963 16.002 -0.54 -0.54 -0.26
H 9.878 22.477 17.349 0.26 0.31 0.12
C 20.382 19.870 13.165 0.14 -0.54 -0.54
C 19.285 20.655 13.835 0.23 -0.89 -0.36
O 19.267 20.241 15.205 -0.56 -0.12 2.41
C 18.598 19.156 15.714 -0.36 -0.30 2.38
O 18.545 18.802 16.928 0.84 1.71 -4.55
O 17.953 18.576 14.718 -0.75 -1.02 -0.30
C 17.639 17.164 14.814 0.47 -1.14 -0.19
H 21.262 19.928 13.804 0.19 0.14 -0.33
H 20.568 20.214 12.147 0.29 0.43 0.10
H 20.156 18.814 13.016 -0.32 -0.09 0.39
H 18.322 20.527 13.341 -0.09 0.00 0.20
H 19.578 21.705 13.816 -0.28 0.02 0.41
H 17.416 16.771 15.806 0.25 0.71 0.20
H 18.498 16.630 14.407 0.15 0.04 0.26
H 16.824 16.818 14.178 -0.01 1.19 -0.04
C 15.326 11.459 10.350 0.60 0.57 0.23
C 15.949 10.151 10.709 -0.31 -1.41 -0.39
O 17.027 10.298 11.652 0.63 0.03 0.44
C 17.554 9.249 12.365 -4.30 -2.95 -2.21
O 17.190 8.065 12.239 1.31 2.64 0.01
O 18.297 9.730 13.277 2.17 1.69 1.00
C 19.097 8.906 14.110 -0.16 -0.73 0.62
H 14.771 11.779 11.232 -0.13 0.58 -0.34
H 14.680 11.344 9.479 -0.26 -0.19 0.28
H 16.086 12.177 10.039 -0.15 0.16 0.27
H 16.288 9.646 9.805 0.35 -0.18 0.16
H 15.127 9.563 11.119 0.40 -0.48 0.31
H 19.683 9.568 14.748 -0.23 0.05 -0.13
H 19.782 8.242 13.583 -0.21 0.18 -0.40
H 18.430 8.289 14.711 0.12 -0.03 0.10
C 8.083 15.260 12.095 0.61 -0.37 -0.25
C 9.097 14.113 11.806 -1.83 0.66 -0.89
O 10.270 14.698 11.253 3.49 -1.27 0.10
C 11.341 13.828 10.921 -0.65 -1.99 -0.21
O 11.346 12.568 11.009 -0.13 5.34 -0.09
O 12.415 14.518 10.384 -0.79 -2.34 1.01
C 12.374 15.890 10.139 -1.32 1.75 -0.02
H 8.123 16.058 11.353 0.06 -0.25 -0.36
H 8.255 15.762 13.047 0.04 -0.40 0.15
H 7.087 14.818 12.060 -0.05 0.13 0.20
H 8.746 13.515 10.965 -0.53 -0.37 0.37
H 9.154 13.493 12.702 0.93 0.06 -0.11
H 11.752 16.094 9.267 -0.16 -0.04 -0.08
H 13.330 16.376 9.942 0.38 -0.90 0.23
H 11.933 16.418 10.984 0.03 0.05 -0.02
C 15.149 14.963 13.182 -0.95 0.82 0.42
C 13.995 15.925 13.615 0.38 0.12 -0.13
O 14.568 17.199 14.025 -1.17 0.52 -0.96
C 14.301 18.264 13.220 1.42 -1.09 -1.51
O 13.897 18.211 12.045 0.48 0.73 3.21
O 14.836 19.283 13.915 -0.93 0.05 0.04
C 14.799 20.585 13.383 -0.17 1.09 -1.35
H 15.409 14.426 14.094 0.43 -0.16 -0.39
H 15.993 15.546 12.815 0.04 -0.01 0.16
H 14.897 14.284 12.367 -0.39 -0.10 0.23
H 13.485 15.623 14.530 0.08 -0.51 -0.20
H 13.222 16.146 12.880 0.27 -0.29 -0.22
H 15.294 21.314 14.023 0.37 -0.69 0.24
H 13.812 21.021 13.227 -0.46 -0.61 0.21
H 15.262 20.584 12.396 0.26 0.05 -0.03
C 16.042 12.045 15.917 0.61 0.72 -0.96
C 17.545 11.972 15.694 0.28 -1.44 0.87
O 18.145 13.243 15.665 0.28 0.54 0.37
C 18.915 13.691 16.676 -0.51 0.46 0.27
O 19.184 13.180 17.736 -0.05 -0.23 -0.95
O 19.246 14.921 16.287 0.25 0.79 -0.64
C 20.475 15.493 16.740 0.07 -0.49 0.77
H 15.724 12.522 16.844 0.26 -0.24 0.12
H 15.585 11.065 15.775 -0.04 0.12 0.06
H 15.783 12.714 15.096 -0.87 -0.15 0.03
H 17.790 11.537 14.726 -0.37 0.01 -0.04
H 18.031 11.340 16.438 0.12 0.11 0.23
H 20.697 16.446 16.261 -0.55 -0.23 -0.39
H 21.249 14.765 16.498 0.28 0.23 0.31
H 20.407 15.699 17.809 0.22 -0.24 0.04
C 10.018 18.555 12.397 -0.21 0.07 -0.50
C 10.589 19.751 12.926 0.77 -0.04 0.57
N 11.063 20.669 13.410 0.35 0.88 0.28
H 10.180 18.613 11.321 -0.43 -0.32 -0.10
H 8.970 18.648 12.682 -0.15 -0.73 -0.37
H 10.508 17.659 12.779 -0.22 0.05 0.19
```
Forces are in eV/Å.

Entry 2:
Formula: C38H75NO9
Source: OMol25
Level of theory: ωB97M-V/def2-TZVPD

HOMO level ... -0.26854 hartree
Gap between HOMO and LUMO ... 0.2849 Ha
E_LUMO ... 0.445 eV

Structure (XYZ):
```
123
Properties=species:S:1:pos:R:3:forces:R:3
C -3.553 -2.510 -0.300 -1.59 0.06 -0.57
C -2.828 -1.928 0.824 0.20 -1.24 0.11
N -2.187 -1.556 1.715 -8.45 -3.51 -0.14
H -3.410 -3.583 -0.424 -1.10 0.11 0.55
H -3.273 -2.116 -1.276 0.55 0.09 0.03
H -4.584 -2.177 -0.181 -0.32 -0.92 0.09
C 2.642 2.253 1.769 -0.70 -1.61 1.33
C 1.355 2.960 1.430 1.98 2.08 0.95
C 1.234 3.851 2.734 -0.49 1.13 -2.54
O 1.939 3.274 3.755 0.30 -1.07 1.02
C 2.463 2.050 3.286 2.40 -0.37 -0.76
H 3.448 2.943 1.519 0.24 -0.28 0.27
H 2.761 1.287 1.278 0.40 0.71 0.18
H 0.409 2.511 1.127 2.16 0.14 1.52
H 1.764 3.490 0.569 -1.16 0.88 -0.24
H 0.177 4.018 2.943 0.95 0.11 1.04
H 1.631 4.818 2.424 0.42 0.31 0.67
H 1.938 1.117 3.492 -0.95 0.33 0.11
H 3.445 1.875 3.726 0.08 0.30 0.40
C -2.824 0.897 0.364 -12.67 1.82 0.30
C -2.749 1.082 1.881 -4.05 -2.56 2.73
C -3.975 0.227 2.410 0.27 -0.58 -0.96
O -4.917 0.156 1.309 0.14 0.30 -0.47
C -4.189 0.266 0.048 -0.99 0.41 1.28
H -2.037 0.391 -0.194 -6.86 0.22 -1.20
H -2.744 1.901 -0.052 -2.94 -0.54 2.23
H -2.878 2.074 2.315 -1.06 -1.30 -0.37
H -1.863 0.637 2.334 -1.61 1.87 -0.05
H -4.429 0.544 3.349 -0.37 0.59 -0.39
H -3.681 -0.813 2.551 -0.17 0.78 0.79
H -4.853 0.693 -0.703 -0.05 0.70 0.22
H -3.965 -0.710 -0.383 -0.43 1.25 0.30
C -0.405 -2.175 -0.657 -1.70 -2.19 1.03
C -0.986 -3.558 -0.493 -0.70 -1.33 0.67
C -0.977 -4.181 -1.858 -1.28 0.50 -1.78
O -1.143 -2.985 -2.721 -0.81 -2.42 0.14
C -0.439 -1.941 -2.113 -1.78 -0.67 -2.75
H 0.579 -2.118 -0.191 -2.20 -0.85 -0.25
H -1.050 -1.436 -0.180 1.39 -3.50 -0.54
H -2.038 -3.466 -0.227 2.17 -0.79 0.13
H -0.482 -4.176 0.249 -0.29 0.13 -0.22
H -1.795 -4.844 -2.141 -0.34 0.07 0.41
H -0.076 -4.749 -2.088 -0.32 -0.27 -0.19
H -0.834 -0.984 -2.455 -1.37 -0.64 0.18
H 0.553 -1.865 -2.557 -3.63 -1.99 -0.50
C 0.965 -0.352 -1.988 1.86 4.34 -1.99
C 2.161 0.510 -1.561 1.34 1.15 -0.72
C 2.314 1.347 -2.801 2.20 -0.05 0.08
O 2.169 0.405 -3.834 -0.36 -0.84 -1.85
C 1.430 -0.710 -3.377 -0.85 1.41 -0.52
H 0.116 0.330 -1.938 1.17 -6.80 -3.84
H 0.832 -1.275 -1.424 -1.67 6.00 0.43
H 2.984 -0.122 -1.226 0.48 1.11 -1.80
H 1.946 1.111 -0.678 1.71 0.31 -1.70
H 3.328 1.734 -2.897 0.22 0.16 -0.01
H 1.655 2.207 -2.920 -0.27 -0.31 0.26
H 1.961 -1.653 -3.249 0.91 1.52 -1.88
H 0.518 -1.005 -3.897 0.22 1.03 -1.64
C -0.898 0.225 0.423 10.53 0.73 5.04
C 0.446 0.750 -0.042 -0.11 -3.22 3.22
C 1.401 -0.352 0.614 -2.71 3.58 -1.57
O 0.827 -0.641 1.843 -2.42 6.84 -0.32
C -0.524 -0.606 1.726 1.84 3.18 -2.77
H -1.383 -0.492 -0.239 0.89 1.95 -0.41
H -1.617 1.011 0.655 7.21 -0.04 2.15
H 0.847 1.740 0.171 -0.86 -1.62 -0.22
H 0.510 0.595 -1.119 0.09 0.69 6.26
H 2.452 -0.061 0.598 -0.81 0.31 1.39
H 1.406 -1.255 0.004 -1.30 3.66 1.78
H -1.104 -0.183 2.547 2.36 -1.29 0.77
H -0.839 -1.639 1.581 1.70 1.15 -0.64
C -1.263 4.932 1.503 -1.06 3.28 1.11
C -1.305 3.476 1.558 -0.35 -0.85 0.12
C -1.098 3.163 0.126 -0.28 0.68 0.75
O -0.385 4.213 -0.482 2.50 1.50 5.31
C -0.267 5.315 0.414 -0.75 0.30 0.82
H -1.001 5.410 2.447 0.13 0.03 0.13
H -2.221 5.402 1.281 -0.34 -0.33 -0.23
H -2.146 2.889 1.929 0.83 2.57 -0.52
H -0.444 3.069 2.087 -1.96 0.17 0.10
H -2.022 3.060 -0.442 1.26 1.94 2.12
H -0.566 2.212 0.088 -0.49 1.62 -0.79
H -0.482 6.223 -0.150 -0.43 0.01 0.02
H 0.665 5.545 0.930 0.69 -0.78 -0.72
C 3.716 -3.054 -0.760 0.07 -2.32 -1.88
C 2.777 -4.041 -1.532 0.56 -1.23 0.50
C 1.656 -3.174 -2.078 0.77 -5.08 1.05
O 1.828 -1.945 -1.539 10.61 -8.51 2.38
C 2.693 -2.018 -0.436 3.87 -2.01 -0.04
H 4.493 -2.871 -1.503 0.10 1.18 0.23
H 4.209 -3.561 0.069 -0.17 0.54 -0.05
H 2.426 -4.783 -0.814 -0.40 -0.08 0.04
H 3.198 -4.633 -2.345 0.58 0.18 0.14
H 0.686 -3.544 -1.749 2.14 0.15 -0.01
H 1.596 -3.306 -3.158 0.27 0.82 -0.19
H 2.076 -2.279 0.424 2.00 -1.25 -0.61
H 3.097 -1.030 -0.217 0.79 -1.76 -0.26
C 0.721 -2.826 2.594 2.31 -0.44 0.04
C 1.253 -3.918 1.658 -1.08 0.54 -0.08
C 2.701 -4.081 2.049 -0.26 -0.48 1.17
O 3.104 -2.828 2.613 1.35 -1.95 0.14
C 2.010 -1.928 2.556 2.35 -1.97 1.29
H 0.485 -3.302 3.546 0.05 0.55 0.29
H -0.025 -2.147 2.181 0.60 -3.09 1.41
H 1.183 -3.443 0.680 -0.05 -1.32 0.20
H 0.611 -4.798 1.705 0.46 -0.29 -0.11
H 3.319 -4.463 1.236 0.06 0.39 0.09
H 2.768 -4.847 2.821 0.09 -0.10 0.29
H 2.181 -1.393 1.621 1.83 -2.32 1.88
H 2.182 -1.181 3.331 -0.12 -0.45 0.35
C -1.998 1.795 -1.706 0.77 -0.59 -4.44
C -2.371 3.232 -2.191 -0.86 -1.51 -0.43
C -1.048 3.768 -2.605 0.87 0.32 -3.44
O -0.282 2.652 -3.238 -1.98 1.22 0.17
C -0.709 1.483 -2.562 -2.86 3.33 -0.59
H -2.790 1.054 -1.814 -0.12 0.03 -1.03
H -1.858 1.765 -0.625 2.12 -0.38 -5.18
H -2.857 3.823 -1.415 -0.14 0.30 -0.15
H -3.114 3.199 -2.988 0.19 -0.16 -0.34
H -0.434 4.175 -1.801 -0.71 -0.63 -2.53
H -1.198 4.594 -3.300 0.12 -0.24 -0.76
H 0.071 1.171 -1.867 -2.59 7.23 -1.93
H -0.898 0.710 -3.306 0.08 0.00 -0.15
```
Forces are in eV/Å.